No. 1
# C10H7GaN2O5

A molecular structure, C10H7GaN2O5 at a distorted geometry (ωB97M-V with the def2-TZVPD basis set, OMol25).

Values from the calculation:
Orbital gap in eV: 6.224
Charge: +2
Highest occupied orbital energy in eV: -16.0
Energy above the lowest of the compared OMol25 structures with the same formula, charge and spin in eV: 2.727

Geometry as XYZ:
```
25
Properties=species:S:1:pos:R:3:forces:R:3
O -4.2862 -1.0266 -3.6936 4.611 -0.841 2.695
C -3.2898 -1.2018 -3.1073 -4.574 0.850 -2.662
Ga -0.0692 -0.0850 -0.1602 -1.646 0.913 0.555
C 1.6614 -0.6665 0.8018 3.080 -1.668 1.813
O 2.6900 -1.0305 1.1819 -2.965 0.985 -1.715
C -0.1192 1.7588 1.0035 -0.938 4.994 2.028
O -0.2745 2.7668 1.5454 0.049 -4.158 -2.418
C -1.2609 -0.8792 1.2438 -4.749 -3.531 5.890
O -2.0243 -1.2484 2.0429 3.191 2.123 -4.612
C 0.7901 0.9092 -1.6030 3.758 3.794 -5.509
O 1.2043 1.5774 -2.4404 -1.930 -2.570 3.175
H -1.4507 0.5035 -0.6860 0.032 -0.492 -0.707
N 2.2338 1.8698 2.1576 0.114 0.143 -1.058
C 1.5586 1.0635 3.0127 -0.595 -1.690 0.707
C 1.8283 1.1520 4.3696 -0.246 -0.755 -0.093
C 1.3862 0.1513 5.2091 0.128 0.629 0.361
C 0.6512 -0.9262 4.7388 0.068 -0.480 -1.142
C 0.3909 -0.9681 3.3911 -0.210 -0.382 2.110
N 0.7049 0.0647 2.6181 1.634 0.903 -2.476
H 2.2420 1.8971 1.1242 0.042 -0.210 1.468
H 2.8373 2.5334 2.6111 0.164 0.246 -0.216
H 2.5038 1.9111 4.6565 0.486 0.689 0.785
H 1.6514 0.1835 6.2483 0.113 0.093 0.342
H 0.3694 -1.7775 5.3171 -0.048 -0.177 0.610
H -0.1113 -1.8572 2.9901 0.429 0.591 0.068
```
Forces are in eV/Å.

These are the Mulliken partial charges, in e, on atoms 1 to 5: number 1, O, carries -0.155; number 2, C, carries 0.156; number 3, Ga, carries 1.157; number 4, C, carries 0.579; number 5, O, carries -0.190


No. 2
# C9H14BNO

A molecular structure, C9H14BNO at a distorted geometry (ωB97M-V with the def2-TZVPD basis set, OMol25).

Values from the calculation:
Orbital gap in eV: 9.506
Highest occupied orbital energy in eV: -8.8
Energy above the lowest of the compared OMol25 structures with the same formula, charge and spin in eV: 1.798

Geometry as XYZ:
```
26
Properties=species:S:1:pos:R:3:forces:R:3
B -1.0157 0.3630 -0.0970 3.108 -2.856 0.666
C 3.9331 0.1683 0.0826 1.237 -1.012 -2.542
C 3.3108 -0.0310 -1.2197 0.484 -0.291 1.810
C 3.1833 0.1504 1.2139 -1.838 1.241 0.600
C 1.9216 -0.0785 -1.2623 -0.196 1.043 -0.387
C 1.7671 0.0820 1.1345 -1.059 -1.349 0.599
C 1.1056 -0.0059 -0.0816 -2.108 0.713 -1.271
C -1.4147 -2.1568 -0.1549 -1.077 1.120 -1.389
C -3.2843 -0.6036 0.2735 0.516 1.682 0.538
C -0.4761 2.6690 -0.0020 0.525 1.250 -2.591
N -1.8589 -0.7604 0.0524 0.650 0.118 -0.122
O -1.4225 1.6172 0.0042 -0.223 0.870 -0.008
H 5.0501 0.2034 0.1312 -1.122 0.207 0.021
H 3.9091 -0.2065 -2.1450 -0.486 0.506 0.948
H 3.5391 0.5052 2.1692 0.645 -0.624 0.210
H 1.5326 0.0373 -2.2935 -0.350 -0.588 0.824
H 1.1148 -0.1019 2.0515 1.214 0.857 -0.962
H -1.9977 -2.4903 -1.1580 1.782 0.085 2.288
H -0.3157 -2.0591 -0.2030 -0.550 -0.703 -0.524
H -1.6825 -2.7682 0.7218 -0.093 0.008 -0.496
H -3.5643 -0.7452 1.3325 0.053 0.038 -0.413
H -3.6076 0.3921 -0.0832 0.182 -0.311 0.529
H -3.7995 -1.2764 -0.3391 -0.927 -1.354 -0.788
H -0.8648 3.4847 0.6597 0.593 -0.696 -0.699
H -0.3473 3.0483 -1.1621 -0.446 -0.579 2.931
H 0.5153 2.2620 0.2654 -0.514 0.625 0.228
```
Forces are in eV/Å.

These are the Mulliken partial charges, in e, on atoms 1 to 5: number 1, B, carries 0.578; number 2, C, carries -0.238; number 3, C, carries -0.429; number 4, C, carries -0.623; number 5, C, carries -0.263


Look up the highest occupied orbital energy of the first one.
-16.0 eV


Repeat the first record exactly.
# C10H7GaN2O5

A molecular structure, C10H7GaN2O5 at a distorted geometry (ωB97M-V with the def2-TZVPD basis set, OMol25).

Values from the calculation:
Orbital gap in eV: 6.224
Charge: +2
Highest occupied orbital energy in eV: -16.0
Energy above the lowest of the compared OMol25 structures with the same formula, charge and spin in eV: 2.727

Geometry as XYZ:
```
25
Properties=species:S:1:pos:R:3:forces:R:3
O -4.2862 -1.0266 -3.6936 4.611 -0.841 2.695
C -3.2898 -1.2018 -3.1073 -4.574 0.850 -2.662
Ga -0.0692 -0.0850 -0.1602 -1.646 0.913 0.555
C 1.6614 -0.6665 0.8018 3.080 -1.668 1.813
O 2.6900 -1.0305 1.1819 -2.965 0.985 -1.715
C -0.1192 1.7588 1.0035 -0.938 4.994 2.028
O -0.2745 2.7668 1.5454 0.049 -4.158 -2.418
C -1.2609 -0.8792 1.2438 -4.749 -3.531 5.890
O -2.0243 -1.2484 2.0429 3.191 2.123 -4.612
C 0.7901 0.9092 -1.6030 3.758 3.794 -5.509
O 1.2043 1.5774 -2.4404 -1.930 -2.570 3.175
H -1.4507 0.5035 -0.6860 0.032 -0.492 -0.707
N 2.2338 1.8698 2.1576 0.114 0.143 -1.058
C 1.5586 1.0635 3.0127 -0.595 -1.690 0.707
C 1.8283 1.1520 4.3696 -0.246 -0.755 -0.093
C 1.3862 0.1513 5.2091 0.128 0.629 0.361
C 0.6512 -0.9262 4.7388 0.068 -0.480 -1.142
C 0.3909 -0.9681 3.3911 -0.210 -0.382 2.110
N 0.7049 0.0647 2.6181 1.634 0.903 -2.476
H 2.2420 1.8971 1.1242 0.042 -0.210 1.468
H 2.8373 2.5334 2.6111 0.164 0.246 -0.216
H 2.5038 1.9111 4.6565 0.486 0.689 0.785
H 1.6514 0.1835 6.2483 0.113 0.093 0.342
H 0.3694 -1.7775 5.3171 -0.048 -0.177 0.610
H -0.1113 -1.8572 2.9901 0.429 0.591 0.068
```
Forces are in eV/Å.

These are the Mulliken partial charges, in e, on atoms 1 to 5: number 1, O, carries -0.155; number 2, C, carries 0.156; number 3, Ga, carries 1.157; number 4, C, carries 0.579; number 5, O, carries -0.190


What is the formula in the first record?
C10H7GaN2O5


What is the orbital gap in the second record?
9.506 eV